14
Properties=species:S:1:pos:R:3:forces:R:3 method="wB97M-V/def2-TZVPD" gap_ev=12.47 smiles="OC(=[N+]1CC1)C(F)(F)F" charge=+1 lumo_energy_ha=-0.15382 multiplicity=1 e_homo_ev=-16.652
F -2.1591 1.2481 1.1035 0.8 1.0 0.8
C 1.9216 -0.2373 -0.4781 1.2 0.3 -1.0
C 0.7858 0.2895 -1.3387 0.3 2.3 0.9
H 0.7160 1.3972 -1.4232 0.4 -0.9 0.1
H 2.5008 0.6303 -0.1132 0.1 -1.0 -0.1
N 0.5829 -0.1453 0.0115 0.4 -0.6 0.3
F -1.7179 0.6703 -0.9443 0.3 0.4 -0.2
C -1.9780 0.2499 0.2903 2.6 0.3 -0.1
H 0.1426 -0.1465 -2.0410 0.0 -1.4 -1.1
F -3.1002 -0.3480 0.2313 -0.8 -2.6 0.3
O -0.3518 -0.9456 2.0000 2.6 -0.2 1.7
C -0.3201 -0.4628 0.8130 -4.9 1.4 -0.3
H 2.4333 -1.2216 -0.6582 -0.8 1.1 0.4
H 0.5440 -0.9781 2.5471 -2.2 0.0 -1.7

93
Properties=species:S:1:pos:R:3:forces:R:3 method="wB97M-V/def2-TZVPD" gap_ev="4.96 / 4.92" charge=+1 lumo_energy_ha="-0.17154 / -0.17275" multiplicity=3 e_homo_ev="-9.631 / -9.619"
C 2.7907 -2.1280 1.2932 -0.2 0.7 -0.1
C 2.3447 3.1229 -1.3003 0.3 -0.8 0.7
C -1.1639 2.8001 3.1774 0.0 -0.8 -1.1
C -4.3686 -1.6688 -1.0072 0.0 0.0 0.1
C 0.0556 3.6326 -1.7739 0.6 0.2 0.1
N 2.7617 1.1777 0.0499 1.8 -3.1 0.7
C 0.0237 0.9293 4.9136 0.0 0.3 -0.2
C -3.2795 -1.3002 -0.2357 0.0 0.0 0.1
C 3.2260 -0.8315 0.9976 1.5 -1.1 0.4
C 5.2136 -1.5155 -2.8963 0.1 0.1 0.0
C 5.0193 -2.7489 1.9027 -0.2 0.0 0.0
H -1.3578 4.0465 4.9167 0.0 0.0 0.0
O -1.0795 1.1781 1.4697 0.4 -1.0 -1.7
C 2.6316 -1.9131 -1.9436 -0.2 -0.1 0.1
N 2.3176 0.0291 0.4223 0.7 3.3 -0.1
H 0.9376 -1.3929 -4.5614 -0.2 0.1 0.1
H 1.4050 -2.2267 3.2558 0.0 0.0 0.0
H -0.1745 -7.0843 1.4821 0.0 -0.1 0.1
C 1.9029 2.0039 -0.5758 -2.7 1.6 -0.9
C -4.3254 -1.5065 -2.3826 -0.1 0.0 -0.1
H 3.3345 -4.0813 1.9513 0.0 -0.1 0.0
Cl -0.3725 2.5319 7.0673 0.0 0.1 0.3
C -0.3104 2.5081 -1.0523 -0.2 -0.2 0.4
C -2.1621 -0.7574 -0.8452 0.3 0.4 0.2
C -0.0785 0.6609 3.5282 -0.4 0.8 0.1
H -0.5430 -2.8352 1.1090 -0.1 -0.2 0.0
H 1.1544 -7.1437 -0.5996 -0.1 0.0 0.0
As -0.4761 0.0844 -3.0377 -0.1 0.3 -0.6
As 0.7698 -2.0940 -1.3694 0.1 -0.7 0.4
C 0.6398 -0.0531 5.7104 0.0 -0.2 -0.2
N 0.4713 -0.4282 2.9406 -0.1 -0.5 -0.2
C 2.9749 -0.7264 -2.5864 -0.4 0.3 0.0
C 0.7669 -6.2055 -0.2247 0.0 -0.1 -0.1
H 6.2103 -1.3669 -3.2813 0.1 0.0 0.0
C -0.4419 -4.9599 1.4332 -0.1 -0.1 0.0
C 3.6109 -2.8727 -1.7331 -0.2 -0.2 0.0
H 0.7299 0.0969 6.7742 0.0 0.0 0.1
H -1.3580 2.2529 -0.9164 0.2 -0.1 0.1
C -2.7901 2.9101 -5.1694 0.0 0.1 0.0
I -1.9684 4.1621 1.8017 0.0 0.0 0.4
C 5.4573 -1.4566 1.6412 0.0 0.0 0.1
H -3.1711 -0.8582 -4.0690 0.0 0.0 0.0
C -0.0214 -2.6681 -3.1039 -0.2 -0.2 0.0
C 1.4085 3.9444 -1.8876 -0.7 -0.1 -0.2
H -3.0832 1.6329 -3.4746 0.0 0.0 -0.1
C 4.8952 -2.6750 -2.2115 0.0 -0.1 0.0
H 3.4007 3.3196 -1.3682 0.2 0.0 0.0
C 0.5467 -3.8195 -0.4507 0.2 0.2 -0.2
C -0.2568 1.8035 -5.3349 0.1 -0.2 0.1
C 1.1036 -1.1982 5.1146 -0.1 0.2 0.2
H 0.5464 -3.5264 -3.4791 0.0 0.1 0.2
H -5.1718 -1.7933 -2.9868 -0.1 0.0 -0.1
C -0.6427 2.7809 -6.2333 0.1 0.1 0.0
H -0.7753 -1.6933 -4.9026 0.1 0.0 0.1
C -0.4818 2.1660 5.3877 -0.1 0.2 -0.4
C -1.1440 1.3612 -4.3566 0.0 -0.2 0.2
N 0.5813 1.7244 -0.4575 0.9 0.0 -0.4
H -5.2488 -2.0796 -0.5360 -0.1 0.0 0.0
H -1.0383 -3.0136 -2.8824 0.2 0.1 0.1
H 1.5465 -5.0805 -1.8723 0.0 0.0 0.0
C -2.4024 1.9424 -4.2597 0.0 -0.2 0.1
H 0.7424 1.3766 -5.3842 -0.1 0.1 -0.1
H 3.3614 -3.7787 -1.1949 0.1 0.0 0.0
C 3.6806 -3.0796 1.7425 0.1 0.0 0.0
H -0.6991 4.2709 -2.2047 -0.1 0.0 -0.1
H 5.7164 -3.4998 2.2382 0.1 -0.1 0.1
C 1.0138 -1.3379 3.7262 0.0 -0.1 -0.2
C -0.7989 1.5492 2.6474 -0.1 1.0 2.1
H -3.3004 -1.4194 0.8372 0.0 0.0 0.1
C 4.5758 -0.4957 1.1927 -0.3 0.0 -0.2
C 4.2543 -0.5319 -3.0732 0.1 0.0 0.0
Ni 0.4383 0.0430 0.7921 -1.6 0.3 0.1
H -3.7764 3.3418 -5.1058 -0.1 0.1 0.0
C 1.0035 -5.0384 -0.9352 0.1 0.1 -0.1
H 0.0431 3.1229 -6.9925 0.1 0.0 -0.1
H 1.7170 4.8242 -2.4293 0.1 0.1 -0.1
C -1.0268 3.0965 4.5233 0.3 -0.4 0.9
C -0.0484 -1.5287 -4.1019 -0.1 0.3 -0.2
H -1.3107 -0.4300 -0.2263 -0.9 -0.3 -0.5
H 5.6434 -3.4357 -2.0567 0.1 -0.1 0.0
H 4.9016 0.5074 0.9720 0.1 0.1 0.0
H -2.2157 4.0909 -6.8535 0.0 0.1 -0.1
H -1.0207 -4.9289 2.3444 -0.1 0.0 0.1
H 2.2309 0.0658 -2.6886 0.2 -0.2 -0.1
H 4.5033 0.3864 -3.5842 0.0 0.1 0.0
C -2.1109 -0.5855 -2.2224 0.0 0.0 -0.2
H 1.7389 -2.3505 1.1490 0.2 -0.1 0.1
C -0.1840 -3.7953 0.7340 0.1 0.4 0.0
C -1.9113 3.3305 -6.1525 -0.1 0.1 -0.1
C -3.2019 -0.9750 -2.9909 0.0 0.0 -0.1
C 0.0362 -6.1697 0.9515 0.0 0.0 0.0
H 6.4940 -1.2044 1.8057 0.1 0.1 -0.1
H 1.5463 -1.9869 5.7017 0.1 -0.1 0.0

71
Properties=species:S:1:pos:R:3:forces:R:3 method="wB97M-V/def2-TZVPD" gap_ev="2.60 / 2.95" charge=+2 lumo_energy_ha="-0.35819 / -0.34529" multiplicity=1 e_homo_ev="-12.344 / -12.345"
H 11.8751 13.3966 6.7829 -1.0 0.3 -0.3
H 9.6253 16.7916 5.9002 0.1 -0.3 -0.1
H 10.3996 15.7382 9.5090 -0.1 -0.3 -0.2
Se 17.7063 8.1749 11.5220 -2.0 0.9 -0.3
C 13.0687 9.8000 10.7880 0.0 -0.5 -0.4
C 14.9681 11.0524 11.9273 -2.0 -0.7 0.4
Te 11.5703 17.0883 11.6659 -1.0 1.5 1.1
H 14.7409 14.0689 13.4804 -0.2 -0.4 -0.3
C 15.2958 8.7456 10.8934 0.8 -0.4 0.3
C 9.0376 19.1365 14.5212 0.6 -1.1 2.1
C 15.3854 12.1389 12.7002 -0.2 0.7 -0.5
H 16.4150 12.1633 13.0627 -0.4 0.0 0.0
H 10.2557 8.7435 9.6022 0.1 0.1 -0.2
C 15.7697 9.8496 11.7564 1.1 -0.6 -0.9
H 6.7347 10.9866 7.8145 0.1 0.6 0.1
N 11.7499 9.8377 10.4694 1.0 -0.6 -0.3
N 16.9930 9.7596 12.2092 0.1 -1.5 -0.9
H 7.7220 10.7719 9.1998 0.0 0.6 -0.1
C 13.4388 7.6564 9.6557 -0.1 0.8 0.4
H 8.8416 12.7323 11.7164 -0.6 0.7 -0.5
H 5.8404 12.7311 8.9156 0.1 0.3 -0.1
H 11.6444 6.9417 8.7428 -0.1 -0.1 -0.1
C 9.9733 18.2040 14.0498 -0.6 -1.4 0.7
Tl 10.4090 12.9872 9.1975 0.6 -0.5 0.4
H 9.7205 14.9420 11.7157 -0.4 -0.6 -0.3
C 7.0871 12.9400 10.5846 -1.0 0.5 -0.8
C 13.1692 12.9894 12.4031 0.3 2.1 1.5
C 7.4772 11.5318 8.4318 0.7 -0.8 -0.9
C 8.7174 12.5003 6.3751 -1.5 -1.4 0.2
H 8.1895 13.4415 6.5432 0.0 -0.2 -0.1
H 8.1794 20.9684 13.6726 -0.2 0.1 0.3
H 8.1512 11.9079 5.5923 0.5 0.7 0.6
H 9.2820 10.8766 7.5820 -0.7 0.6 -0.2
H 7.4459 15.6308 9.7286 0.8 -0.2 -0.1
H 11.2111 15.2018 5.2109 -0.4 0.0 0.6
C 12.1041 7.7053 9.3459 0.0 0.2 -0.2
H 8.6760 15.3973 6.1185 -0.1 -0.5 0.2
C 14.4770 13.1808 12.8962 0.2 -0.8 0.0
H 10.0280 13.1339 4.8596 0.2 -0.2 0.0
C 6.9297 12.8191 9.0371 -1.4 -0.7 0.7
H 14.1376 6.9044 9.3067 -0.2 -0.1 0.1
C 8.4855 15.7120 10.1124 0.2 -0.2 -0.3
N 8.4211 13.3525 11.0020 1.4 -0.2 0.8
C 8.7024 14.7772 11.2923 -1.4 -0.3 0.5
N 12.7188 11.9699 11.7481 0.3 -1.1 -0.7
C 13.6021 10.9828 11.4807 0.8 0.5 0.8
C 10.1117 12.7383 5.8795 0.9 -0.1 -0.3
C 8.8044 20.0961 13.6092 -0.4 1.2 -2.4
H 7.1996 13.7266 8.4891 0.3 -0.2 0.1
H 8.5571 16.7172 10.5207 -0.1 0.5 0.1
H 8.3092 16.7921 7.9655 0.4 0.3 0.0
C 9.3627 16.4723 7.9404 -1.2 -1.2 -0.9
N 16.1161 7.7625 10.5874 1.1 1.6 1.7
H 10.3227 17.2738 14.5443 -0.3 1.0 0.0
S 9.5194 19.8408 12.0495 0.3 -0.6 1.3
H 12.4232 13.7603 12.6990 0.3 -0.4 -0.4
C 10.2998 18.4101 12.7204 1.3 -0.7 -2.1
H 6.2937 13.6901 10.8813 0.8 -0.7 0.2
H 8.5948 19.1488 15.5409 0.5 -0.1 -0.9
C 11.3305 8.7929 9.7787 -0.7 -0.5 0.2
C 10.8728 15.1250 6.2717 0.9 -0.9 0.3
N 9.5124 15.5208 9.0523 -0.5 0.2 0.7
H 10.6290 11.7375 5.8317 -0.2 1.1 0.0
C 9.5659 15.8734 6.5057 0.7 1.6 0.5
H 6.8053 11.9363 11.0038 0.4 1.1 -0.1
H 11.6945 15.5305 6.9054 -0.6 0.4 -0.5
N 10.8841 13.6989 6.7135 0.4 -0.5 -0.4
H 10.0147 17.3203 8.1003 0.1 0.4 -0.1
H 7.9984 15.1476 12.0726 0.4 -0.2 -0.1
N 8.7228 11.7452 7.6546 1.1 -0.1 0.4
C 13.9146 8.7078 10.4564 -0.5 0.9 -0.3

96
Properties=species:S:1:pos:R:3:forces:R:3 method="wB97M-V/def2-TZVPD" gap_ev=7.40 charge=+1 lumo_energy_ha=-0.13803 multiplicity=1 e_homo_ev=-11.155
C -7.2692 1.2454 1.7934 0.2 -0.1 -0.4
C -1.8572 2.8145 -1.6585 0.2 0.2 0.2
H 1.8764 1.4102 4.2392 -0.1 -0.1 -0.1
N -7.8613 4.2428 2.8153 -0.1 -0.1 -0.2
H -7.3273 4.4567 1.9817 0.0 0.1 0.0
O 6.0812 -2.7433 -2.7379 0.0 0.0 0.0
C -0.7672 0.1601 -0.1458 -0.3 -0.4 0.3
H 1.1270 -7.5497 -3.9925 -0.2 0.0 -0.1
C 2.5831 1.7758 0.1214 0.1 -0.1 -0.5
H 1.8727 3.4569 1.9681 0.0 0.1 0.0
H -9.8148 3.5404 2.2887 0.0 0.0 -0.1
C 2.3839 2.0862 3.5527 0.4 0.2 0.3
H 4.6438 5.8472 3.4654 0.1 0.0 0.0
C 3.7192 0.7406 0.0853 0.5 0.2 0.1
C 1.1258 0.1741 -1.7522 0.0 -0.2 -0.3
H 4.0668 -2.9984 -2.3115 0.1 0.0 0.1
O 8.1511 -3.4634 -3.2716 0.1 0.0 0.0
H -2.8984 3.1631 -1.6639 -0.1 -0.2 0.0
F 4.1620 -5.0065 -4.4850 0.1 0.1 -0.1
H 2.8822 2.5479 0.8139 -0.1 -0.1 0.2
H -0.1582 -3.3181 -1.3441 -0.2 0.0 0.1
H -3.0027 0.1357 -2.7279 -0.1 0.0 0.0
H 0.6308 3.2006 3.1449 0.0 0.0 0.0
H -8.8903 2.5210 3.3860 -0.2 0.0 0.1
H 2.0015 0.7619 -1.9859 0.1 0.1 0.1
C 1.4646 -1.3370 -1.9277 0.0 0.2 0.1
H 4.6759 0.0734 1.8965 0.0 0.1 0.1
C 1.4105 -6.5080 -4.1092 -0.1 -0.1 0.0
H 1.7834 -1.6163 0.2224 0.1 0.1 0.1
C -4.8414 0.6582 2.0622 -0.5 -0.1 0.1
H -7.4806 0.8933 2.8047 -0.1 0.0 0.1
H -0.4362 -2.5626 0.2367 -0.1 -0.1 0.1
H 2.4519 -6.4396 -4.4109 0.1 0.0 0.1
H -7.9173 2.8952 0.5531 0.0 0.0 -0.1
C 1.3868 2.6828 2.5590 0.0 0.3 -0.2
H 4.0844 3.6079 2.6835 -0.1 -0.1 0.0
O 0.8491 -4.3900 -3.4496 -0.1 -0.2 0.1
C 6.9816 -3.5916 -3.3071 -0.1 0.0 -0.1
H -5.6314 2.1125 0.6986 0.0 0.0 0.0
H 2.9007 5.6509 3.4725 -0.1 0.0 0.1
C 0.3012 -3.0634 -0.3881 0.0 0.1 -0.3
H -7.3501 0.3690 1.1437 0.0 0.0 0.0
O -2.7697 -1.1299 1.9630 -0.1 0.2 0.1
C -2.6522 -0.0224 1.5135 0.0 -0.4 0.0
C -5.8295 1.7559 1.7104 -0.1 -0.1 0.3
H 3.9326 -1.2186 0.9636 0.2 0.0 0.0
C -8.3150 2.2780 1.3629 -0.2 -0.2 0.3
O 2.9222 3.1169 4.3425 -0.2 0.0 0.1
C -8.8162 3.1588 2.5027 0.4 0.1 0.2
C 4.9811 -4.6042 -3.4757 0.1 0.0 0.0
C 1.1329 -5.6584 -2.8865 0.1 0.2 -0.1
O -0.9619 3.4616 -1.2039 0.1 -0.1 -0.2
H -9.1686 1.7396 0.9496 0.0 0.0 0.0
O -1.6447 1.6097 -2.2289 -0.2 0.0 0.0
H 4.8619 -5.2923 -2.6378 -0.1 -0.1 -0.1
H -1.0683 -1.0109 -1.9434 0.0 -0.1 0.1
H 2.4257 -1.3786 -2.4385 0.0 0.0 0.0
H 2.9053 -0.1806 1.8957 0.1 0.0 0.1
C 3.8133 -0.1888 1.2921 -0.3 -0.3 -0.3
O 0.5836 -5.8698 -5.0933 0.0 -0.1 0.0
C -2.5316 0.5422 -1.8366 0.2 0.0 -0.1
H -4.6006 0.6672 3.1245 0.1 -0.1 0.0
C 1.5356 -2.1997 -0.6621 0.2 -0.5 -0.1
O -0.2056 -3.7731 -5.3436 0.0 0.1 0.0
H 3.1941 1.5454 3.0595 -0.1 -0.1 -0.1
Cl -1.2815 1.6441 3.4965 0.0 0.0 0.1
H 0.2790 -5.9845 -2.2908 0.1 0.0 0.1
H -8.3551 5.0947 3.0464 0.0 0.0 0.2
H 4.8079 2.3386 -0.4017 0.0 -0.1 -0.2
H 0.7559 -1.7884 -2.6208 0.0 0.0 0.0
O 6.3180 -4.6231 -3.9142 0.0 -0.1 0.2
C 3.8225 5.3148 3.9468 0.1 0.1 -0.2
H -2.2645 -1.2753 -0.6899 0.0 0.0 0.0
H -3.2857 0.9138 -1.1460 -0.1 0.1 0.0
F 2.2137 -5.5396 -2.0662 0.0 0.1 -0.1
C -0.5643 1.2493 1.9865 -0.4 -0.3 -0.1
H 0.5947 -4.0047 0.0720 -0.1 0.1 0.3
H 3.8189 5.5922 4.9976 -0.1 0.0 0.1
O -3.6107 0.8704 1.3211 0.3 0.2 0.2
H 2.3650 -2.8971 -0.7984 0.1 0.1 0.1
H 4.4538 -2.5833 -4.0054 0.0 -0.1 0.0
C -1.2942 0.4757 1.0937 0.0 0.3 -0.1
H -5.2523 -0.3227 1.8268 0.2 -0.1 -0.2
C 4.7708 -3.1477 -3.1260 -0.1 0.1 0.1
N 1.2228 1.3028 0.4688 0.0 -0.1 0.0
C 0.6862 1.7163 1.6556 0.2 0.0 0.0
H 2.5075 2.2425 -0.8594 0.0 0.1 0.0
C 4.0032 3.8270 3.7565 0.3 0.2 -0.2
H 3.6866 0.1505 -0.8307 -0.3 -0.1 -0.1
C 0.5286 0.5442 -0.4336 0.4 0.4 0.1
C 0.3509 -4.6031 -4.7125 0.1 0.1 -0.1
C -1.6454 -0.5168 -1.1673 -0.1 0.2 -0.2
O 4.9349 1.4909 0.0359 -0.1 0.0 0.3
H 0.3880 0.4585 -2.5005 0.0 0.1 0.0
H -5.7180 2.5846 2.4100 0.1 0.2 -0.2
H 4.9443 3.4914 4.1997 0.0 -0.1 0.1

For each record above, in turn, the calculated strongest force on any atom values are 5.09 3.67 2.72 0.61 eV/Å.